(1)
{
  "formula": "C25H53AlNO5",
  "method": "ωB97M-V with the def2-TZVPD basis set",
  "elements": ["Al", "H", "C", "H", "C", "H", "C", "C", "C", "C", "H", "C", "H", "C", "C", "H", "C", "H", "O", "H", "H", "H", "H", "C", "H", "H", "C", "O", "H", "H", "H", "O", "H", "H", "H", "H", "H", "H", "H", "H", "H", "H", "H", "H", "H", "H", "H", "C", "C", "H", "H", "H", "H", "C", "H", "C", "N", "C", "H", "H", "C", "H", "C", "O", "H", "C", "C", "C", "H", "H", "C", "H", "C", "H", "O", "H", "H", "H", "H", "H", "C", "H", "H", "H", "H"],
  "xyz": [[-0.6354, -3.7293, 2.0721], [7.7713, 0.2622, -2.9370], [-4.9210, 0.0374, -0.5312], [-5.2660, 3.3288, 0.0328], [-0.1044, 0.9929, -1.2108], [0.1092, -4.6874, 4.5267], [-0.6940, -3.9700, 4.1445], [-2.6359, -3.6425, 1.4984], [-3.0497, 3.2460, -0.5907], [-3.4685, -2.1695, -2.2589], [-2.3441, -5.7322, 4.4106], [-2.8363, -3.6372, -0.0985], [2.0226, 7.3542, 0.2560], [9.2164, -1.3479, -2.9031], [0.5756, 0.1394, -0.0147], [3.7041, -1.5930, -1.4702], [1.2835, 5.3331, 0.0384], [-3.1563, -4.5833, 1.9073], [1.7341, 4.0858, -0.4728], [-3.0621, -2.7354, 2.0440], [-0.9404, 3.0175, -1.6455], [7.5296, -0.9679, -4.1916], [2.6251, 6.5012, -1.1828], [-2.2881, 2.3479, 3.6776], [2.5258, 3.8362, 0.0220], [-1.2761, -1.0168, 0.4099], [7.8205, -0.8105, -3.1509], [-0.5572, 1.5098, 2.2249], [9.9485, -0.8410, -3.5367], [9.5033, -1.2116, -1.8563], [-2.5041, 3.0321, 4.5028], [1.3365, -2.0795, -2.6049], [-0.3025, 2.8569, 0.1003], [3.5806, -0.6604, -2.9553], [3.2716, 6.0977, 0.4010], [0.7553, 1.3801, -1.8826], [4.6848, -2.0504, -2.8791], [1.5133, -2.1989, 1.3710], [-3.5584, 3.2023, -1.6234], [0.3028, -1.2015, 2.4142], [-5.2155, 1.1260, -2.5493], [0.7281, 0.7350, 0.9555], [-2.9212, 2.6110, 2.8286], [-1.1105, 1.7725, 1.4743], [-0.7486, 0.3034, -1.8640], [-4.1915, 4.5471, 0.9557], [1.0208, 5.2066, 1.0940], [3.7118, -1.6728, -2.5604], [-4.0899, -0.9124, -2.9008], [-4.3887, -1.3324, 1.2397], [-2.5631, 1.3337, 3.9786], [7.1376, -1.3339, -1.4061], [1.2304, -1.1956, -2.9811], [0.3988, -2.0073, 1.5860], [-3.9744, -4.4711, 5.1207], [-4.2247, 3.4912, 0.4929], [-3.1502, -3.8610, 4.9496], [-3.5447, -2.3342, -0.6925], [0.0769, -5.0070, 1.3981], [-0.5442, 3.4213, 2.9781], [2.5951, -2.5817, -3.0347], [-0.6611, -2.9503, 4.6886], [2.3594, 6.3882, -0.1285], [6.8800, -1.4847, -2.3251], [-1.7729, -3.6529, -0.5589], [-0.1751, -1.2840, 0.2418], [-2.1281, -4.6013, 4.5225], [-4.7870, 0.1876, -2.0681], [-2.9663, -2.9577, -2.9229], [0.3821, 5.6164, -0.5094], [-0.8925, 2.3129, -0.7319], [-0.0216, -1.9831, -0.6645], [-4.2792, -1.2468, 0.1127], [-3.3379, -4.5998, -0.4676], [-2.2735, 2.0436, -0.3333], [-4.1111, 2.7139, 1.3165], [2.5897, -2.6567, -4.1277], [-0.1952, 2.1238, 4.1385], [-4.0282, -0.7945, -4.0323], [-5.4258, 0.8263, 0.1364], [-0.8243, 2.4088, 3.2921], [9.2558, -2.4209, -3.1073], [2.7173, -3.5849, -2.6210], [1.6393, -0.1302, -0.3892], [-2.3898, 4.1923, -0.5820]],
  "lowdin_charge": [0.28, 0.11, -0.07, 0.07, -0.15, 0.03, -0.26, -0.28, -0.26, -0.03, 0.10, -0.26, 0.07, -0.10, -0.21, 0.08, -0.33, 0.04, -0.09, 0.03, 0.12, 0.11, 0.08, -0.08, 0.09, 0.09, -0.32, -0.11, 0.07, 0.07, 0.07, -0.10, 0.11, 0.07, 0.07, 0.10, 0.05, 0.04, 0.12, 0.05, 0.07, 0.09, 0.04, 0.04, 0.12, 0.08, 0.11, -0.10, -0.11, 0.08, 0.09, 0.09, 0.08, -0.27, 0.01, -0.09, -0.01, -0.16, -0.09, 0.10, -0.31, 0.05, -0.10, -0.09, 0.08, -0.27, -0.34, -0.11, 0.10, 0.11, -0.22, 0.09, -0.02, 0.11, -0.21, 0.05, 0.10, 0.11, 0.07, 0.07, -0.30, 0.08, 0.12, 0.09, 0.11],
  "homo_ha": -0.1647,
  "lumo_ev": 2.203,
  "charge": -1
}

(2)
{
  "formula": "C5H7NOS",
  "method": "ωB97M-V with the def2-TZVPD basis set",
  "elements": ["C", "C", "C", "C", "H", "S", "H", "C", "H", "H", "H", "N", "O", "H", "H"],
  "xyz": [[-0.8562, -0.6634, 0.1217], [0.0111, 0.5716, 0.2218], [-0.4982, -1.7599, -0.7596], [1.9318, 1.7336, -0.2650], [-2.0572, 0.3254, 1.5582], [0.7340, 2.7264, 0.7837], [2.3916, 2.4452, -1.1068], [-1.8412, -0.7389, 0.9412], [2.8219, 1.1662, 0.0016], [-0.7140, -1.4261, -1.9566], [-1.0062, -2.7760, -0.3878], [-0.1992, 1.4550, 1.0422], [1.0702, 0.6580, -0.7305], [0.5812, -2.0373, -0.5246], [-2.3695, -1.6800, 1.0604]],
  "nbo_charge": [-0.13, 0.53, -0.63, -0.25, 0.24, 0.45, 0.20, -0.33, 0.19, 0.24, 0.22, -0.65, -0.51, 0.23, 0.21],
  "homo_ha": -0.3046,
  "lumo_ev": 0.803,
  "charge": 0
}

(3)
{
  "formula": "C4H7NO2",
  "method": "ωB97M-V with the def2-TZVPD basis set",
  "elements": ["H", "H", "C", "H", "H", "H", "H", "C", "C", "N", "C", "O", "H", "O"],
  "xyz": [[-0.2133, -2.4958, -1.8043], [-1.1972, -0.5174, 1.4423], [1.0127, 1.2100, 0.8986], [1.5260, 1.9953, 0.3427], [-1.7765, -0.9760, -0.1100], [1.6029, 0.3011, 0.8626], [0.8818, 1.5551, 1.9241], [-0.3392, 1.0529, 0.2740], [-0.8573, -0.7791, 0.4376], [0.2814, -1.6515, -2.0279], [0.1200, -0.5398, -1.5492], [0.3770, 0.6521, -1.6164], [-0.1600, -1.5979, 0.6067], [-1.2583, 1.7911, 0.3193]],
  "nbo_charge": [0.41, 0.24, -0.72, 0.25, 0.23, 0.23, 0.24, 0.73, -0.87, -0.71, 0.86, -0.56, 0.22, -0.54],
  "homo_ha": -0.3408,
  "lumo_ev": 0.324,
  "charge": 0
}

(4)
{
  "formula": "C46H76Cl21N6O3",
  "method": "ωB97M-V with the def2-TZVPD basis set",
  "elements": ["Cl", "H", "H", "N", "Cl", "C", "C", "H", "C", "C", "H", "C", "H", "Cl", "H", "Cl", "H", "C", "C", "C", "C", "H", "H", "H", "C", "C", "C", "C", "Cl", "Cl", "H", "H", "H", "C", "C", "H", "C", "C", "C", "C", "C", "H", "H", "O", "H", "H", "H", "H", "C", "C", "C", "H", "H", "N", "H", "H", "Cl", "Cl", "H", "C", "C", "H", "H", "H", "H", "H", "H", "H", "C", "C", "Cl", "H", "H", "Cl", "H", "H", "N", "O", "H", "H", "Cl", "H", "C", "C", "C", "Cl", "H", "H", "C", "H", "H", "Cl", "H", "C", "H", "C", "N", "C", "H", "H", "H", "H", "C", "C", "H", "C", "H", "H", "H", "N", "C", "Cl", "Cl", "H", "H", "O", "C", "H", "H", "Cl", "H", "H", "H", "H", "H", "C", "H", "H", "H", "H", "C", "C", "H", "Cl", "C", "H", "Cl", "C", "H", "Cl", "H", "Cl", "H", "H", "H", "N", "H", "Cl", "H", "H", "C", "C"],
  "xyz": [[2.7976, -1.4938, 2.5963], [0.0315, -2.6186, 2.2591], [-2.2792, -2.3398, -0.6272], [-3.6617, 1.9815, 2.7186], [3.6477, -4.2515, 3.6358], [-3.1238, 1.1986, 0.7027], [-3.9010, -2.8687, 3.0774], [3.6260, 0.9325, 3.1358], [-2.4337, 0.7713, -4.0660], [-0.6377, 0.9082, 0.0905], [-5.1045, 0.8198, -2.4269], [6.3754, -0.6386, -1.2602], [-4.9046, 1.9947, -0.3496], [-4.4828, -2.4035, -3.0481], [-3.0911, -3.2423, 3.7039], [5.0950, -0.5007, 1.9715], [-0.7596, -0.2855, 1.9608], [-5.3325, -2.7643, 3.8146], [-0.4393, -1.6900, 0.3275], [8.4638, 1.3957, -3.8753], [-3.4614, -1.5834, 2.3522], [-4.6023, -4.1310, 5.2180], [8.4177, 0.0422, -1.5714], [3.2405, -0.4144, 0.5177], [1.3736, 2.7687, -2.7307], [-3.3199, -0.4510, 3.4185], [-2.9946, -2.0470, -3.8176], [6.3276, 0.1386, -4.2916], [-3.7711, 3.3431, -1.4644], [-2.8446, -2.6601, -5.5172], [2.0267, 4.8486, -0.2082], [-7.3326, -3.0087, 3.2773], [6.7549, -1.4557, -0.6466], [-4.0559, -3.1927, -0.5571], [2.8340, 4.3605, -2.2299], [4.9992, 0.2228, 0.1251], [-4.4052, 0.7764, 5.1968], [0.8846, 1.0186, -0.0141], [-3.0444, 0.6866, -1.9131], [1.2392, -0.1928, -2.2403], [0.3785, 1.9097, 3.1083], [2.2895, -3.6437, 1.8171], [-1.6262, -2.9612, 1.7575], [1.8385, -2.6082, -0.2409], [5.7021, -0.7220, -4.0545], [-6.7984, 0.4362, 3.6945], [-3.8387, 1.5883, 4.7406], [0.5574, 0.6079, -2.5271], [2.0289, 4.2864, -1.1303], [-0.6008, -2.8553, 1.4033], [-1.3062, -1.9898, -0.9720], [7.8191, -1.1689, -2.7096], [6.6252, 0.9347, 0.1077], [0.9953, -1.4384, -0.0770], [-2.4822, 0.9367, -0.1256], [-2.9361, -0.9587, -3.7971], [0.7728, -3.2721, 3.4454], [3.6624, 1.8012, 0.9769], [-5.2414, 1.1361, 5.7963], [3.0087, 0.0472, -0.4422], [-5.5348, -4.0377, 4.6613], [-6.3047, -3.4493, 1.8764], [-6.3004, -3.9446, 5.4316], [5.7867, 0.8357, -4.9315], [-1.1011, 0.8165, -0.8919], [4.1728, 0.3994, -3.0565], [-5.7932, 0.2777, 2.1831], [-2.8437, 3.8786, 0.5795], [-3.8197, 0.9075, -3.9499], [5.3720, 1.5864, -1.6578], [-3.8051, -1.5480, -0.0611], [-1.9231, 0.9729, -4.9961], [-5.6625, -4.9312, 4.0502], [2.4306, -2.7732, -4.0484], [0.3523, 2.3908, 4.0860], [-2.5883, -0.8805, 4.1029], [-5.2497, -1.5060, 4.5835], [-6.2341, -1.3676, 5.6598], [9.0048, 2.1942, -3.3675], [-2.1563, -0.3929, 0.9362], [-2.4988, -4.0887, -0.3128], [2.2038, -0.0856, -2.7364], [-2.7161, 1.3361, 2.0150], [1.5082, -0.2083, -0.7221], [-4.7461, -0.2602, 4.0957], [-0.5992, 0.4345, 3.3678], [4.4060, 2.4322, 0.0335], [-3.5924, 2.3054, 3.6728], [-2.4955, 3.9544, -0.4506], [-5.4329, 2.9823, 2.2706], [-3.9791, -3.5277, 2.2127], [-1.7104, -2.4668, -2.7109], [8.3121, 1.6265, -4.9297], [2.3826, -3.1994, 2.8080], [-1.7801, 1.0726, 2.4851], [-4.3424, 1.8400, 0.5594], [6.4126, 1.9566, -2.6331], [5.8239, 0.5366, -0.5148], [3.4405, 1.0466, -0.4967], [2.8991, 3.2084, -4.0390], [9.1519, 0.5539, -3.9527], [-5.5779, 1.5835, 3.2835], [-4.6519, 2.3669, 1.8490], [7.5533, -0.2663, -2.1594], [-2.8627, 0.3913, 2.8993], [4.4305, 1.0739, 2.4140], [3.5982, 5.0848, -2.4702], [1.2291, 1.2123, 1.0017], [0.8917, -1.2147, -2.3918], [2.4892, 3.3644, -3.1292], [1.1362, 3.2546, -1.4259], [-2.3901, 5.7303, -0.6022], [0.8610, -4.8081, -2.5946], [-2.5213, -1.7033, 1.8139], [-4.1348, -1.1795, 1.5961], [6.1087, 3.1422, -3.5251], [-6.4454, -2.7490, 2.6997], [-1.1427, 1.7752, 0.5164], [3.5578, 1.9728, -2.7967], [-0.2716, 2.9722, 1.7665], [-3.6814, 0.4227, 5.9311], [4.3440, 3.5557, -1.2502], [7.0228, -0.3078, -5.0027], [5.8190, 3.3161, -0.3601], [3.5316, -0.6298, -1.1177], [7.2092, 0.8598, -3.2557], [1.8970, -2.9233, -1.7875], [-1.5368, -1.2659, -1.7537], [-4.3257, -3.1090, -1.6099], [0.9148, 2.0982, -3.4423], [-1.9207, 0.6942, -2.7225], [2.1772, -3.6721, -2.5283], [1.1894, 1.8789, -0.6098], [-5.3639, -4.0945, 0.2288], [-1.0681, -0.3325, 0.9165], [5.6225, -0.9918, -1.9648], [3.6838, -4.3110, -1.9618], [4.0934, 1.1701, -2.2899], [-0.8958, 0.7886, -2.3955], [2.0834, 1.4780, 2.6930], [-3.2604, 0.6892, -0.8549], [-0.9955, 3.0115, -0.4452], [-0.2185, -3.8442, 1.1505], [-6.4929, -1.7345, 2.3041], [3.3032, 0.9106, -1.5854], [-4.1298, 0.7797, -2.6885], [0.3073, 2.8612, -0.8562], [5.6133, 2.1437, 3.0913], [-0.8060, -2.7609, -1.5579], [-4.6003, 1.0923, -4.6730], [4.9847, 2.7861, -0.8197], [-5.8084, 0.5188, 3.2460]],
  "mulliken_spin": [0.00, 0.01, 0.01, 0.00, 0.00, 0.00, 0.04, 0.00, 0.00, -0.01, 0.00, -0.02, 0.00, 0.00, -0.01, 0.00, 0.00, -0.01, -0.05, 0.01, -0.03, 0.00, 0.00, 0.01, 0.00, 0.04, 0.01, 0.04, 0.00, 0.00, 0.00, -0.01, 0.00, 0.00, 0.00, 0.00, 0.02, 0.04, 0.00, 0.03, 0.00, 0.00, -0.01, 0.38, 0.00, -0.01, -0.01, 0.02, 0.00, -0.01, 0.05, 0.00, 0.00, 0.53, 0.00, 0.00, 0.00, 0.00, 0.00, -0.03, 0.00, 0.00, 0.00, -0.01, 0.00, -0.01, 0.00, 0.00, 0.00, -0.01, 0.00, 0.00, 0.00, 0.00, 0.00, 0.01, 0.31, 0.58, 0.00, 0.00, 0.00, -0.01, 0.00, -0.07, -0.01, 0.00, 0.00, 0.00, 0.00, 0.00, 0.00, 0.01, 0.00, 0.00, 0.00, 0.00, 0.37, 0.04, 0.00, 0.00, 0.00, -0.01, 0.00, 0.02, 0.01, 0.00, 0.00, 0.00, 0.00, 0.00, 0.00, 0.00, 0.00, 0.00, 0.00, 0.54, 0.03, 0.00, -0.03, 0.00, 0.00, 0.02, 0.00, -0.03, 0.00, 0.00, -0.03, 0.00, 0.00, 0.00, 0.00, 0.06, -0.01, 0.00, 0.06, 0.00, 0.00, 0.03, 0.00, 0.00, 0.00, 0.00, 0.00, 0.00, 0.01, 0.00, 0.00, 0.00, -0.01, 0.00, 0.01, 0.06],
  "homo_ha": [-0.2852, -0.2892],
  "lumo_ev": [-0.306, -0.803],
  "charge": 0,
  "spin_multiplicity": 4
}

| no. | DFT total energy (eV) |
| --- | --- |
| 1 | -45102.3769 |
| 2 | -19667.8849 |
| 3 | -9843.6136 |
| 4 | -326925.8882 |